[1]
C43H45BrN3O3PtSSi | ωB97M-V/def2-TZVPD

Its total charge is +1. Its multiplicity is 3. For the highest occupied orbital energy (spin up / spin down), the calculation gives -10.1 / -10.9 eV.

Last column: Löwdin charge in e.
Geometry (Å):
Pt -0.693 0.191 0.872  1.1521
O 5.466 0.998 1.132  0.1032
C 4.139 0.873 0.987  -0.3130
C 3.514 0.742 -0.250  0.0228
C 2.149 0.586 -0.278  -0.0996
N 1.395 0.593 0.827  -0.1297
C 2.011 0.748 1.999  -0.7262
Br 0.885 0.754 3.508  0.8386
C 3.367 0.883 2.146  -0.0404
H 5.914 0.878 0.284  0.1289
H 4.081 0.718 -1.170  0.1313
H 1.621 0.448 -1.211  0.1157
H 3.826 0.993 3.117  0.1307
O -0.800 2.691 0.908  -0.6349
S -1.321 4.091 0.748  0.9723
C 0.136 5.151 0.542  -0.2709
C 1.156 4.892 1.612  -0.2839
C 2.382 4.330 1.273  -0.0354
C 3.358 4.143 2.241  -0.0833
C 3.105 4.491 3.560  -0.0745
C 1.873 5.030 3.908  -0.0674
C 0.906 5.237 2.937  -0.0436
C -1.922 4.283 -0.961  -0.2819
C -0.990 3.798 -2.030  -0.2820
C -0.766 2.440 -2.242  -0.0441
C 0.099 2.022 -3.243  -0.0742
C 0.758 2.952 -4.035  -0.0711
C 0.540 4.306 -3.831  -0.0646
C -0.330 4.724 -2.835  -0.0523
H -0.254 6.172 0.599  0.1127
H 0.551 4.980 -0.451  0.0848
H 2.578 4.056 0.242  0.1179
H 4.320 3.731 1.965  0.1050
H 3.870 4.354 4.314  0.1093
H 1.672 5.305 4.936  0.1097
H -0.047 5.677 3.210  0.1176
H -2.112 5.355 -1.057  0.1014
H -2.894 3.784 -0.974  0.0886
H -1.291 1.710 -1.645  0.0761
H 0.239 0.964 -3.427  0.0985
H 1.425 2.622 -4.821  0.1090
H 1.035 5.037 -4.456  0.1105
H -0.510 5.784 -2.690  0.1201
C -3.197 0.677 2.421  -0.1446
C -4.724 0.541 2.632  -0.1384
N -5.324 -0.224 1.543  -0.1540
C -5.073 0.459 0.280  -0.1369
C -3.551 0.582 0.027  -0.1440
N -2.807 -0.025 1.164  -0.3064
C -3.199 -1.462 1.267  -0.1523
C -4.725 -1.557 1.502  -0.1333
H -2.628 0.222 3.233  0.1122
H -2.874 1.714 2.327  0.0996
H -5.198 1.522 2.675  0.1224
H -4.940 0.032 3.572  0.1231
H -5.541 1.444 0.317  0.1220
H -5.553 -0.102 -0.522  0.1240
H -3.226 1.620 -0.053  0.0872
H -3.241 0.060 -0.880  0.1139
H -2.620 -1.906 2.076  0.1244
H -2.883 -1.946 0.347  0.0866
H -4.943 -2.063 2.442  0.1235
H -5.203 -2.128 0.706  0.1241
O -0.471 -1.661 0.150  -0.4674
Si 0.343 -2.915 -0.520  0.4965
C -0.148 -2.937 -2.326  -0.2263
C -0.993 -1.958 -2.847  -0.1054
C -1.393 -1.983 -4.178  -0.0870
C -0.958 -3.004 -5.011  -0.0813
C -0.121 -3.993 -4.511  -0.0758
C 0.273 -3.960 -3.181  -0.0934
C 2.210 -2.752 -0.347  -0.2348
C 3.063 -2.661 -1.450  -0.0906
C 4.443 -2.585 -1.292  -0.0862
C 4.997 -2.598 -0.019  -0.0899
C 4.167 -2.674 1.093  -0.0822
C 2.791 -2.749 0.926  -0.1053
C -0.201 -4.470 0.352  -0.2170
C -1.570 -4.694 0.533  -0.0927
C -2.037 -5.853 1.133  -0.0799
C -1.136 -6.824 1.556  -0.0800
C 0.225 -6.625 1.377  -0.0774
C 0.685 -5.460 0.777  -0.0865
H -1.337 -1.158 -2.200  0.0713
H -2.048 -1.210 -4.564  0.1021
H -1.273 -3.033 -6.047  0.1051
H 0.218 -4.794 -5.156  0.1066
H 0.923 -4.745 -2.806  0.1111
H 2.649 -2.666 -2.453  0.0974
H 5.084 -2.542 -2.164  0.1050
H 6.073 -2.568 0.107  0.1061
H 4.594 -2.688 2.089  0.1099
H 2.160 -2.831 1.807  0.1136
H -2.287 -3.947 0.200  0.0856
H -3.101 -6.005 1.266  0.1033
H -1.496 -7.732 2.023  0.1051
H 0.931 -7.380 1.701  0.1054
H 1.753 -5.324 0.646  0.0976

***

[2]
C18H23FN6O4 | ωB97M-V/def2-TZVPD

Its total charge is 0. Its energy relative to the best compared isomer or geometry (same formula, charge and spin) is 45.7 kJ/mol. For the highest occupied orbital energy, the calculation gives -9.0 eV.

Last column: Löwdin charge in e.
Geometry (Å):
C 2.597 -0.534 2.731  -0.0129
C 2.373 0.241 1.477  -0.3791
N 1.978 1.493 1.432  0.1069
C 1.926 1.818 0.099  -0.1415
C 2.283 0.748 -0.665  -0.0602
N 2.578 -0.261 0.225  -0.0235
C 2.932 -1.629 -0.134  -0.2296
C 4.119 -1.692 -1.079  -0.0272
C 1.704 -2.350 -0.720  -0.4433
O 1.769 -3.008 -1.740  0.0778
N 0.577 -2.211 0.017  0.0925
C -0.718 -2.733 -0.380  -0.1299
C -1.602 -1.734 -1.128  -0.2808
C -1.123 -1.440 -2.547  -0.1591
C -2.071 -0.468 -3.244  -0.1652
C -2.256 0.792 -2.408  -0.1466
N -2.696 0.433 -1.061  -0.0406
C -3.344 1.400 -0.305  -0.3788
O -4.452 1.814 -0.533  0.1460
C -2.585 1.886 0.917  -0.1253
N -2.862 1.344 2.110  0.2106
C -2.140 1.796 3.117  -0.4386
O -2.396 1.256 4.319  0.1006
N -1.180 2.722 3.072  0.2122
C -0.915 3.250 1.891  -0.3235
O 0.040 4.172 1.778  0.1201
C -1.623 2.849 0.760  -0.1502
F -1.363 3.383 -0.447  0.1015
C -1.752 -0.426 -0.353  -0.1280
H 2.355 0.108 3.575  0.0821
H 1.973 -1.428 2.797  0.0744
H 3.637 -0.851 2.832  0.0837
H 1.641 2.800 -0.238  0.0967
H 2.356 0.608 -1.729  0.1199
H 3.192 -2.135 0.798  0.1468
H 4.371 -2.729 -1.290  0.0881
H 3.893 -1.213 -2.030  0.0820
H 4.979 -1.197 -0.628  0.0892
H 0.615 -1.621 0.830  0.1238
H -0.547 -3.615 -0.997  0.1271
H -1.233 -3.063 0.525  0.1274
H -2.599 -2.184 -1.188  0.1531
H -0.116 -1.009 -2.505  0.1128
H -1.030 -2.369 -3.113  0.1219
H -1.688 -0.203 -4.232  0.1140
H -3.047 -0.937 -3.389  0.1199
H -1.303 1.337 -2.348  0.1252
H -3.008 1.446 -2.848  0.1306
H -1.803 1.685 4.948  0.1131
H 0.486 4.227 2.635  0.1293
H -2.150 -0.628 0.643  0.1301
H -0.768 0.059 -0.249  0.1248

***

[3]
C5H12NO | ωB97M-V/def2-TZVPD

Its total charge is 0. Its energy relative to the best compared isomer or geometry (same formula, charge and spin) is 96.2 kJ/mol. Its multiplicity is 2. For the highest occupied orbital energy (spin up / spin down), the calculation gives -5.7 / -8.8 eV.

Last column: Löwdin charge in e.
Geometry (Å):
C -1.407 0.854 1.299  -0.1066
C -1.628 0.548 -0.192  -0.1929
C -0.352 0.106 -0.901  -0.3457
C 0.019 0.333 -2.170  0.0480
C 0.158 -2.083 0.428  -0.0517
N 0.377 -0.910 -0.206  -0.0791
H -1.982 0.162 1.913  0.0628
H -0.415 1.001 1.724  0.0732
H -1.928 1.807 1.455  0.0630
H -2.486 -0.093 -0.391  0.1130
H -1.789 1.496 -0.722  0.0990
H -0.567 1.105 -2.669  0.0513
H 0.684 -0.252 -2.785  0.0571
H 0.824 -2.434 1.213  0.0373
H -0.868 -2.425 0.532  0.0388
H 1.351 -0.617 -0.155  0.0721
H 3.299 1.106 0.115  0.0553
H 3.696 0.061 1.088  0.0539
O 3.014 0.235 0.424  -0.0487